1.
An isolated ion of composition C9H12N3O2 and charge +1, computed with ωB97M-V/def2-TZVPD.

Each atom is followed by the atoms it is bonded to, with distances in Å.
Geometry (Å):
1 H 2.9205 0.2175 -0.4598  C22 1.151
2 C -2.5954 -1.0850 0.1826  N5 1.302, C14 1.449, H17 1.094
3 C 0.4964 1.1187 0.9436  C7 1.485, N11 1.324, C16 1.576
4 H -2.6150 -1.7206 2.4182  C14 1.135
5 N -1.7192 -0.9871 -0.7755  C2 1.302, H20 1.053, C21 1.334
6 C -0.7306 -1.0457 1.8114  C14 1.396, C16 1.519, H19 1.016
7 C -0.1902 2.1055 1.8147  C3 1.485, H10 1.065, H15 1.114, H23 1.078
8 H 1.7621 2.4175 0.2513  N11 0.950
9 H 1.1897 -0.9639 0.8199  C16 1.133
10 H -1.1917 1.8608 2.0810  C7 1.065
11 N 1.4048 1.5535 0.0839  C3 1.324, H8 0.950, C22 1.480
12 H 2.7591 1.4452 -1.6372  C22 1.095
13 O 2.1377 -0.2754 -3.0371  C26 1.215
14 C -2.0727 -1.2926 1.5176  C2 1.449, H4 1.135, C6 1.396
15 H 0.3394 2.4224 2.7421  C7 1.114
16 C 0.1967 -0.4200 0.7834  C3 1.576, C6 1.519, H9 1.133, C21 1.592
17 H -3.6578 -1.2540 -0.0169  C2 1.094
18 N 0.4071 -0.9338 -1.7275  C21 1.366, O25 1.442, C26 1.382
19 H -0.4306 -1.4197 2.7069  C6 1.016
20 H -2.0611 -1.3035 -1.7200  N5 1.053
21 C -0.4110 -0.7580 -0.6483  N5 1.334, C16 1.592, N18 1.366
22 C 2.1126 0.8344 -0.9991  H1 1.151, N11 1.480, H12 1.095, C26 1.528
23 H -0.1643 2.9899 1.1983  C7 1.078
24 H 0.7115 -1.7330 -3.4497  O25 1.008
25 O -0.1148 -1.6176 -2.8843  N18 1.442, H24 1.008
26 C 1.5167 -0.1554 -1.9994  O13 1.215, N18 1.382, C22 1.528

Computed properties:
ΔE to the lowest compared entry with this formula, charge and spin: 275.20 kJ/mol
charge: +1
strongest force on any atom: 4.71 eV/Å
HOMO-LUMO gap (spin up / spin down): 5.78 / 5.78 eV
LUMO (spin up / spin down): -4.6 / -4.6 eV
DFT total energy: -18081.8229 eV



2.
The molecule C9H12N3OP, computed with ωB97M-V/def2-TZVPD.

Each atom is followed by the atoms it is bonded to, with distances in Å.
Geometry (Å):
1 C -0.8927 -0.5832 2.4811  C12 1.297, C26 1.248
2 H 2.6837 0.9642 -2.1279  N18 0.988
3 C -2.4684 -1.4070 -1.5720  H14 1.068, C24 1.368, C25 1.475
4 C -0.8135 -1.6572 0.2762  H13 1.108, C17 1.538, C24 1.414, C26 1.519
5 H -2.1587 -2.0380 1.9417  C26 1.063
6 H -2.1652 -3.0653 -0.2367  C24 1.061
7 H 0.9364 0.1315 3.0130  C12 1.057
8 H 3.0698 0.8216 1.3989  N10 1.014
9 P 1.5835 1.5474 -0.0934  N10 1.664, N18 1.668, N19 1.632, O21 1.447
10 N 3.0598 1.5309 0.6742  H8 1.014, P9 1.664, H11 0.999
11 H 3.9348 1.4611 0.1967  N10 0.999
12 C -0.0188 0.3639 2.6253  C1 1.297, H7 1.057, H22 1.056
13 H -0.1566 -2.5332 0.4458  C4 1.108
14 H -3.2297 -1.8998 -2.1357  C3 1.068
15 H 2.0635 2.5082 -2.0581  N18 1.028
16 H -0.2718 1.2620 -1.5281  C23 1.047
17 C -0.1701 -0.3308 -0.1611  C4 1.538, N19 1.305, C23 1.413
18 N 2.0041 1.5442 -1.7071  H2 0.988, P9 1.668, H15 1.028
19 N 0.9380 0.1185 0.3607  P9 1.632, C17 1.305
20 H -2.5262 0.4068 -2.6323  C25 1.072
21 O 0.7770 2.7281 0.1283  P9 1.447
22 H -0.3349 1.3711 2.6421  C12 1.056
23 C -0.8022 0.4341 -1.1672  H16 1.047, C17 1.413, C25 1.429
24 C -1.8570 -2.1052 -0.5664  C3 1.368, C4 1.414, H6 1.061
25 C -1.9061 -0.0865 -1.9102  C3 1.475, H20 1.072, C23 1.429
26 C -1.2785 -1.4875 1.7120  C1 1.248, C4 1.519, H5 1.063

Computed properties:
charge: 0
strongest force on any atom: 5.49 eV/Å
HOMO-LUMO gap: 7.98 eV
LUMO: -0.6 eV
structure (SMILES): C=C=C[C@H]1C=CC=C/C1=N\P(N)(N)=O
DFT total energy: -25332.0074 eV



Among the records above, which one has the highest strongest force on any atom? C9H12N3OP



Which of these has the highest charge? C9H12N3O2